1.
# C37H33BrClF5IN3

6 unconnected molecules or ions with the total composition C37H33BrClF5IN3 (ωB97M-V with the def2-TZVPD basis set, the Open Molecules 2025 dataset).

Last column: Löwdin charge in e.
Atoms and positions in Å:
1 C -2.62 -2.85 1.61  -0.175
2 C -2.51 -1.35 1.84  -0.747
3 I -3.36 -0.37 0.12  0.870
4 C -1.05 -0.95 2.04  -0.262
5 C -0.80 0.30 2.89  -0.600
6 N -1.24 0.06 4.24  0.115
7 C -1.56 1.46 2.39  -0.231
8 N -2.21 2.32 2.00  0.209
9 C 0.73 0.71 2.83  -1.112
10 Cl 1.23 1.16 1.19  0.703
11 Br 1.84 -0.75 3.47  0.814
12 C 0.97 1.83 3.72  -0.355
13 N 1.17 2.71 4.43  0.216
14 H -2.26 -3.39 2.48  0.084
15 H -2.03 -3.15 0.74  0.056
16 H -3.65 -3.14 1.41  0.067
17 H -3.12 -1.04 2.68  0.078
18 H -0.58 -1.76 2.60  0.086
19 H -0.54 -0.88 1.09  0.089
20 H -1.08 0.84 4.87  0.065
21 H -0.88 -0.80 4.62  0.087
22 F -1.83 2.05 6.42  0.034
23 C -1.82 1.46 7.63  -0.286
24 C -0.61 1.31 8.28  -0.016
25 C -0.61 0.69 9.52  -0.082
26 C -1.79 0.23 10.09  -0.095
27 C -2.99 0.39 9.40  -0.082
28 C -3.02 1.01 8.16  -0.014
29 H 0.29 1.69 7.83  0.118
30 H 0.33 0.57 10.06  0.105
31 H -1.78 -0.25 11.05  0.101
32 H -3.91 0.03 9.84  0.105
33 H -3.94 1.15 7.61  0.120
34 F -0.27 6.24 -4.10  0.050
35 C -0.43 5.65 -2.90  -0.286
36 C 0.69 5.34 -2.15  -0.019
37 C 0.51 4.73 -0.92  -0.087
38 C -0.77 4.45 -0.45  -0.094
39 C -1.87 4.78 -1.22  -0.075
40 C -1.71 5.39 -2.45  -0.017
41 H 1.67 5.56 -2.54  0.102
42 H 1.37 4.48 -0.31  0.092
43 H -0.90 3.96 0.51  0.068
44 H -2.87 4.55 -0.86  0.107
45 H -2.56 5.66 -3.07  0.116
46 F 7.69 5.19 -1.33  0.055
47 C 6.55 4.88 -1.97  -0.287
48 C 5.50 4.34 -1.24  -0.013
49 C 4.33 4.03 -1.91  -0.086
50 C 4.22 4.25 -3.28  -0.103
51 C 5.29 4.78 -3.98  -0.080
52 C 6.47 5.10 -3.33  -0.016
53 H 5.61 4.18 -0.18  0.118
54 H 3.49 3.61 -1.36  0.093
55 H 3.30 4.00 -3.79  0.100
56 H 5.20 4.95 -5.05  0.106
57 H 7.31 5.52 -3.85  0.117
58 F -1.77 -4.69 -1.29  0.039
59 C -2.01 -3.99 -2.43  -0.298
60 C -1.47 -2.73 -2.56  -0.050
61 C -1.70 -2.03 -3.73  -0.082
62 C -2.46 -2.60 -4.75  -0.090
63 C -2.99 -3.87 -4.59  -0.079
64 C -2.77 -4.58 -3.42  -0.025
65 H -0.88 -2.31 -1.75  0.107
66 H -1.28 -1.04 -3.85  0.109
67 H -2.64 -2.05 -5.66  0.101
68 H -3.58 -4.32 -5.38  0.105
69 H -3.17 -5.58 -3.27  0.118
70 F 0.96 -4.09 -4.10  0.060
71 C 1.07 -5.26 -4.75  -0.281
72 C 0.44 -6.37 -4.23  -0.015
73 C 0.56 -7.58 -4.90  -0.082
74 C 1.29 -7.66 -6.08  -0.099
75 C 1.92 -6.53 -6.58  -0.086
76 C 1.81 -5.31 -5.92  -0.016
77 H -0.12 -6.28 -3.31  0.111
78 H 0.07 -8.46 -4.50  0.104
79 H 1.38 -8.60 -6.60  0.100
80 H 2.49 -6.58 -7.50  0.104
81 H 2.28 -4.41 -6.29  0.117

LUMO energy: -0.010 hartree
E_HOMO: -9.073 eV
gap between HOMO and LUMO: 0.3237 hartree
molecular weight: 856.94 g/mol
SMILES: C[C@H](I)C[C@](N)(C#N)[C@](Cl)(Br)C#N.Fc1ccccc1.Fc1ccccc1.Fc1ccccc1.Fc1ccccc1.Fc1ccccc1

***

2.
# C18H19BHfN6

A molecular structure, C18H19BHfN6 at a distorted geometry (ωB97M-V with the def2-TZVPD basis set, the Open Molecules 2025 dataset).

Last column: natural (NBO) charge in e.
Atoms and positions in Å:
1 H 1.13 -2.65 -1.97  0.257
2 N 1.12 -0.57 -1.45  -0.568
3 B 1.70 1.96 -1.38  0.525
4 N 1.86 0.50 -1.89  -0.288
5 C 2.78 0.08 -2.76  0.100
6 Hf -0.38 -0.25 -0.10  2.407
7 H 3.46 0.78 -3.21  0.264
8 C 2.65 -1.30 -2.90  -0.297
9 H 3.27 -1.96 -3.49  0.276
10 C 1.60 -1.69 -2.10  0.046
11 H 2.44 2.72 -1.97  0.020
12 C -1.44 0.47 2.36  -0.580
13 H -2.43 0.03 2.64  0.261
14 H -1.62 1.48 1.82  0.262
15 H -0.88 0.68 3.29  0.263
16 N 2.00 1.93 0.18  -0.325
17 N 0.21 2.39 -1.55  -0.287
18 N 1.30 1.00 0.95  -0.470
19 N -0.82 1.63 -1.05  -0.568
20 C 2.93 2.52 0.95  0.066
21 C -0.31 3.45 -2.17  0.084
22 H 3.53 3.32 0.55  0.255
23 H 0.36 4.19 -2.58  0.260
24 C 2.83 2.00 2.25  -0.315
25 C -1.69 3.40 -2.10  -0.296
26 C 1.84 1.01 2.18  0.025
27 C -2.00 2.24 -1.38  0.023
28 H 3.41 2.24 3.12  0.267
29 H -2.39 4.10 -2.49  0.272
30 H 1.48 0.33 2.95  0.234
31 H -2.95 1.79 -1.10  0.244
32 H -0.66 -1.30 2.92  0.257
33 C -0.73 -1.22 1.83  -0.543
34 C -1.04 -2.15 0.90  -0.304
35 C -1.87 -3.36 0.86  -0.120
36 C -1.79 -4.49 1.70  -0.162
37 C -2.93 -5.27 1.94  -0.190
38 C -4.13 -4.98 1.27  -0.150
39 C -4.15 -4.00 0.26  -0.209
40 C -2.99 -3.28 -0.02  -0.163
41 H -0.89 -4.68 2.30  0.232
42 H -2.93 -6.04 2.72  0.248
43 H -5.07 -5.45 1.56  0.244
44 H -5.08 -3.78 -0.26  0.244
45 H -2.99 -2.46 -0.75  0.198

energy relative to the best compared isomer or geometry (same formula, charge and spin): 59.7 kJ/mol
LUMO energy (spin up / spin down): -0.296 / -0.296 hartree
E_HOMO (spin up / spin down): -14.390 / -14.390 eV
gap between HOMO and LUMO (spin up / spin down): 0.2330 / 0.2329 hartree
molecular weight: 508.69 g/mol
total charge: +2